30
Properties=species:S:1:pos:R:3 method="wB97M-V/def2-TZVPD" homo_energy_ha=-0.3721 lumo_ev=0.79 total_energy_ev=-13724.1942 de_lowest_kcal_mol=31.99 smiles=CC(C)O.CCO.CCO
H -0.321 8.022 0.820
C 1.883 -5.554 -0.624
C 3.157 -4.842 -0.152
H -2.489 1.189 1.672
O 2.961 -3.427 -0.457
H 2.114 -6.618 -0.569
C -3.160 0.344 1.828
C -2.637 -0.885 1.159
H -4.122 0.584 1.377
O -1.814 5.924 -1.206
H 4.372 -6.344 -1.074
H -1.806 -1.211 1.785
H -2.664 0.227 -0.434
H 2.029 -3.247 -0.603
H 0.200 6.384 0.305
H -3.326 0.165 2.891
H 3.380 -4.915 0.913
C 4.338 -5.259 -0.980
H -3.308 -1.736 1.046
H -2.207 7.730 -0.701
H -0.666 7.563 -1.636
H -1.266 6.587 1.305
H 4.178 -4.871 -1.986
H 0.979 -5.445 -0.025
H 5.222 -4.775 -0.565
H -2.357 6.109 -1.976
C -1.311 7.133 -0.870
H 1.554 -5.274 -1.625
O -2.256 -0.588 -0.135
C -0.654 7.028 0.519

---

39
Properties=species:S:1:pos:R:3 method="wB97M-V/def2-TZVPD" homo_energy_ha="-0.5357 / -0.5357" lumo_ev="-9.72 / -10.06" total_energy_ev=-67026.5230 de_lowest_kcal_mol=48.92 charge=+2
H 4.002 0.162 -0.493
H -2.759 2.573 -1.838
C 2.959 -1.683 1.601
C 2.208 -3.183 -0.633
H -3.824 -0.917 0.044
H 1.401 -3.741 -0.136
H -3.910 2.919 -0.510
C -3.867 0.068 -0.440
H 2.131 -1.905 2.305
H 3.174 -3.671 -0.424
H 0.016 0.293 3.475
N 1.832 2.534 1.989
N 1.412 1.717 4.079
Tl 0.599 1.169 -0.701
H 3.271 3.084 4.630
H -2.209 3.458 -0.413
H 4.569 -1.525 -0.703
I 2.178 4.239 -2.312
Cl -0.823 -1.334 0.332
H -3.852 -0.108 -1.525
P 2.183 -1.415 -0.081
C 0.662 1.099 3.148
H -2.808 0.677 2.427
I 1.341 2.760 -4.496
N 2.139 2.530 3.260
H 2.016 -3.233 -1.715
H 3.767 3.585 3.137
H -2.328 2.379 2.100
P -2.369 1.056 0.023
H -4.010 1.839 1.692
H 3.487 -0.747 1.895
H 3.676 -2.539 1.537
H -4.815 0.570 -0.181
H 3.572 -0.726 -1.973
C -2.942 1.532 1.741
N 2.974 3.498 3.763
C -2.872 2.653 -0.752
N 0.835 1.618 1.900
C 3.736 -0.829 -0.892

---

33
Properties=species:S:1:pos:R:3 method="wB97M-V/def2-TZVPD" homo_energy_ha="-0.6040 / -0.6730" lumo_ev="-7.84 / -11.39" multiplicity=5 total_energy_ev=-33387.2864 charge=+2
H -1.945 2.136 -2.036
H 1.549 2.217 2.036
H 1.175 1.844 -3.650
H 0.914 2.577 -1.904
O -2.616 2.824 1.051
H 2.532 1.212 3.092
H 2.854 1.024 1.324
P 0.717 0.003 1.914
H 2.583 -1.794 1.969
H -1.178 -0.326 3.474
H -0.834 -1.607 -3.203
H 1.635 -3.493 -0.128
H 0.880 -2.452 2.453
C -1.906 1.953 0.646
C -0.396 0.414 3.341
Os -0.929 0.414 0.222
H 1.086 -3.256 -0.600
P -0.129 0.492 -2.107
C 1.546 -1.616 2.445
H -0.108 -0.601 -4.334
H 0.892 -1.539 -3.068
C 2.070 1.261 2.061
H 0.521 0.559 -0.589
H -1.690 1.400 -3.858
H 0.100 0.286 4.353
H 2.113 1.142 -2.219
H -0.679 1.465 3.239
C -1.657 1.321 -2.715
C 0.044 -0.917 -3.262
H 1.825 -1.693 3.536
F -1.771 -1.270 -0.648
C 1.209 1.701 -2.538
H -2.528 0.689 -2.590

---

49
Properties=species:S:1:pos:R:3 method="wB97M-V/def2-TZVPD" homo_energy_ha=-0.3921 lumo_ev=-0.09 total_energy_ev=-46675.5992 de_lowest_kcal_mol=7.22 smiles="C[N+](=O)[O-].C[N+](=O)[O-].C[N+](=O)[O-].C[N+](=O)[O-].C[N+](=O)[O-].C[N+](=O)[O-].C[N+](=O)[O-]"
C 0.729 -3.708 -2.462
H 0.895 6.968 -1.799
H 5.093 -4.055 1.790
H 0.303 1.549 -2.042
H 1.999 -0.640 2.743
N 0.279 5.368 -0.583
H 5.670 -2.369 1.749
O -0.564 -0.748 -0.244
O 4.753 -3.018 -0.535
C 0.168 1.337 -0.987
O 1.228 -0.672 -1.429
H -0.762 1.644 -0.534
O -5.175 0.383 -0.650
H -4.289 1.948 1.301
H -2.728 2.244 2.102
H 4.138 -2.747 2.579
H 2.174 6.230 -0.781
O -0.591 -0.071 4.032
N -3.567 0.356 2.435
N -4.229 0.208 -1.386
N 1.860 -3.530 -3.410
N 0.290 -0.146 -0.874
H 1.033 1.724 -0.455
O 2.900 -3.100 -2.953
O -3.885 0.590 3.579
H 0.184 -4.602 -2.752
O 0.823 4.294 -0.406
H 1.128 -3.805 -1.460
H 0.880 -1.605 1.785
C 1.023 -1.117 2.742
N 0.012 -0.051 2.978
H 0.922 -1.799 3.580
H -4.079 -1.811 -0.751
O 1.651 -3.780 -4.578
O -3.706 1.071 -2.068
C 1.142 6.560 -0.827
H 0.116 -2.816 -2.532
H 0.947 7.251 -0.013
O 2.992 -2.286 0.477
H -2.800 1.154 0.672
C -3.648 -1.154 -1.499
H -2.588 -1.052 -1.281
O -0.121 0.803 2.114
C 4.796 -3.012 1.761
O -3.453 -0.755 1.952
C -3.319 1.525 1.546
N 4.101 -2.787 0.455
O -0.916 5.552 -0.576
H -3.811 -1.524 -2.505